{"formula": "C37H41GeN6OSV", "method": "wB97M-V/def2-TZVPD", "species": ["H", "H", "H", "C", "N", "C", "H", "C", "Ge", "C", "C", "C", "C", "V", "C", "H", "C", "C", "H", "H", "H", "H", "C", "H", "C", "C", "H", "H", "C", "H", "H", "C", "H", "C", "H", "H", "H", "H", "C", "H", "C", "H", "C", "C", "H", "O", "H", "C", "C", "C", "H", "H", "H", "H", "H", "N", "H", "C", "H", "H", "C", "H", "S", "H", "C", "H", "H", "H", "N", "C", "N", "H", "C", "C", "H", "C", "C", "N", "C", "C", "C", "C", "N", "C", "H", "H", "C", "H"], "coordinates": [[3.803, 3.242, 1.386], [-1.652, -0.559, -3.417], [3.353, 1.666, 2.070], [-2.614, 5.274, -0.962], [0.218, 0.391, 2.770], [-3.791, 5.605, -0.303], [-0.777, 2.878, 1.072], [0.348, -3.020, 4.213], [-2.604, 1.070, -0.973], [-0.442, 2.440, 3.243], [7.256, -1.895, -0.826], [0.074, -1.682, 3.995], [5.413, -1.801, 0.912], [0.688, 0.292, -0.185], [4.828, -1.484, -1.358], [-1.075, 1.210, -1.238], [1.729, -0.884, -4.103], [-0.150, -3.728, 5.450], [2.137, 2.967, 1.978], [-0.706, 3.340, 3.772], [-1.198, -4.020, 5.348], [2.069, -3.567, 1.340], [-3.405, -1.113, -4.516], [0.148, 0.518, -3.354], [-4.644, 4.603, 0.142], [-0.469, 2.210, 1.865], [-2.517, -3.894, -0.546], [1.689, 3.146, -1.935], [-3.138, 2.918, -0.723], [-4.045, 6.645, -0.135], [1.186, 3.862, -0.380], [2.998, 2.517, 1.487], [2.837, 4.126, -1.000], [-2.292, 3.938, -1.170], [3.825, -1.619, 2.323], [-3.875, -1.749, -0.403], [-4.994, 2.500, 0.297], [-2.346, 0.223, 1.390], [-4.317, 3.268, -0.065], [1.300, -4.741, 3.354], [1.005, -0.116, -3.186], [-0.886, -3.649, -1.079], [5.809, -1.746, -0.424], [3.494, -1.302, -0.999], [-1.951, 6.054, -1.318], [-0.826, -1.248, -0.514], [-4.042, 0.309, 0.948], [-3.445, 0.197, -2.483], [2.716, -1.477, -3.356], [-3.056, -0.004, 0.599], [-5.311, -1.540, -5.405], [-5.417, 0.772, -1.809], [-6.592, -0.347, -3.655], [7.353, -2.226, -1.860], [-0.532, -1.145, 4.717], [2.568, -1.074, -2.076], [5.107, -1.402, -2.402], [2.014, 3.415, -0.931], [7.783, -0.943, -0.732], [-2.842, -1.636, -5.280], [1.513, -3.028, 2.096], [3.500, -2.157, -3.643], [2.566, 1.887, -0.138], [-0.073, -3.088, 6.330], [1.277, -1.665, 1.878], [0.172, 0.972, 4.808], [-5.565, 4.861, 0.653], [-1.373, 3.689, -1.693], [1.767, -1.019, 0.722], [0.535, -1.010, 2.865], [1.506, -0.233, -1.953], [6.153, -1.997, 1.681], [-2.736, -0.491, -3.467], [1.080, -3.686, 3.231], [7.768, -2.616, -0.189], [-1.783, -1.999, -0.310], [-3.075, -1.503, 0.300], [-1.723, -3.288, -0.653], [-5.510, -0.389, -3.603], [4.098, -1.589, 1.275], [-4.841, 0.236, -2.560], [-4.791, -1.060, -4.586], [-0.062, 0.970, 1.580], [3.088, -1.324, 0.336], [1.555, -1.000, -5.161], [0.427, -4.632, 5.640], [-0.005, 1.253, 3.783], [-3.263, -2.084, 1.206]], "forces_ev_per_a": [[0.01, 0.01, 0.04], [-0.18, 0.00, 0.01], [-0.02, 0.03, -0.01], [-0.03, -0.06, 0.01], [0.05, -0.21, -0.18], [0.01, -0.03, -0.01], [0.05, -0.03, 0.01], [0.00, -0.06, 0.10], [0.02, 0.10, 0.09], [-0.09, 0.06, -0.02], [-0.09, 0.01, 0.04], [-0.14, 0.08, 0.03], [0.00, -0.03, 0.04], [-1.02, -0.05, -0.08], [0.00, -0.01, -0.14], [0.26, 0.08, -0.11], [-0.12, 0.01, -0.04], [0.02, 0.06, -0.09], [0.02, 0.00, 0.02], [0.01, -0.06, -0.04], [0.03, 0.01, -0.02], [0.03, 0.00, 0.04], [-0.01, 0.02, 0.05], [0.08, -0.02, 0.03], [0.01, 0.00, -0.01], [-0.01, -0.05, 0.00], [0.00, -0.01, 0.02], [0.00, 0.02, 0.02], [0.05, 0.17, 0.05], [0.01, -0.04, -0.01], [0.00, 0.00, -0.02], [-0.02, -0.11, 0.06], [-0.01, -0.01, 0.01], [-0.15, 0.02, 0.05], [0.02, 0.00, -0.03], [-0.04, 0.00, 0.00], [0.03, 0.03, 0.00], [-0.03, -0.02, 0.07], [0.04, 0.04, -0.03], [0.01, 0.05, -0.02], [0.10, 0.00, 0.10], [0.03, 0.02, 0.01], [0.13, 0.01, 0.07], [-0.13, 0.07, -0.37], [-0.03, -0.03, 0.02], [0.05, -0.02, 0.07], [-0.01, -0.02, -0.02], [-0.06, 0.00, -0.19], [0.00, -0.04, 0.06], [0.06, -0.20, 0.01], [0.01, 0.01, 0.02], [0.03, -0.02, -0.05], [0.05, 0.00, 0.00], [-0.02, 0.00, 0.03], [0.04, -0.01, -0.04], [-0.02, 0.12, 0.32], [-0.01, 0.03, 0.05], [0.07, 0.01, 0.06], [-0.01, -0.02, 0.00], [-0.03, 0.01, 0.02], [-0.07, -0.13, 0.00], [-0.04, 0.04, 0.04], [-0.05, 0.28, -0.38], [0.00, -0.01, -0.03], [0.40, 0.06, -0.41], [0.00, -0.01, -0.06], [0.05, -0.01, -0.02], [0.01, 0.00, 0.01], [0.61, -0.40, 0.51], [-0.17, 0.27, 0.07], [0.70, -0.58, -1.54], [-0.05, 0.02, -0.03], [-0.02, -0.06, 0.02], [-0.02, -0.05, -0.06], [-0.01, 0.00, -0.01], [0.03, 0.29, 0.01], [0.02, 0.04, 0.07], [-0.07, -0.12, -0.01], [0.02, 0.00, 0.00], [0.04, 0.03, 0.06], [0.08, -0.02, -0.08], [0.02, 0.01, 0.04], [-0.34, 0.45, 1.22], [-0.27, -0.01, 0.34], [0.00, 0.03, 0.08], [0.00, 0.01, -0.01], [0.10, -0.04, 0.08], [-0.01, -0.03, 0.01]], "lowdin_spin": [0.000, 0.000, 0.000, 0.000, 0.006, 0.000, 0.001, -0.001, 0.001, 0.004, 0.000, 0.000, 0.000, 0.906, 0.000, -0.001, 0.002, 0.000, 0.000, 0.000, 0.000, 0.000, 0.000, 0.000, 0.000, 0.021, 0.000, -0.001, 0.000, 0.000, 0.000, 0.004, 0.000, 0.000, 0.000, 0.000, 0.000, 0.000, 0.000, 0.000, 0.017, 0.000, -0.001, -0.001, 0.000, 0.013, 0.000, 0.000, 0.017, 0.000, 0.000, 0.000, 0.000, 0.000, 0.000, 0.001, 0.000, -0.003, 0.000, 0.000, -0.001, 0.001, 0.004, 0.000, 0.001, 0.001, 0.000, 0.000, -0.005, 0.000, -0.007, 0.000, 0.000, 0.000, 0.000, 0.003, 0.001, 0.001, 0.000, -0.001, 0.000, 0.000, -0.002, -0.001, 0.000, 0.000, 0.018, 0.000], "relative_energy_ev": 0.448, "spin_multiplicity": 2, "charge": 1, "orbital_gap_ev": [7.285, 6.621]}